[1]
This record from OMol25 describes C58H59GeN9O4S2Ti as an isolated structure at a distorted geometry. The level of theory is ωB97M-V/def2-TZVPD.

The geometry in ORCA input format:
```
! wB97M-V def2-TZVPD RIJCOSX def2/J DEFGRID3
* xyz -1 2
Ti -0.1474 -0.7660 -0.1582
C -1.1950 0.0522 4.6347
C 0.0333 0.5674 5.3286
C 0.1855 0.4194 6.6980
C 1.3049 0.9205 7.3412
C 2.2363 1.6426 6.6156
C 2.1102 1.8205 5.2444
C 3.0742 2.7025 4.5119
C 1.0289 1.2265 4.5756
N 0.8815 1.2101 3.1815
C 0.0498 2.1233 2.7408
O -0.1876 3.1856 3.3447
C -0.9211 1.8075 1.6103
C -1.8729 2.8033 1.4604
C -3.1364 2.5068 1.0058
C -3.4617 1.1744 0.8534
C -2.4585 0.2270 0.9296
N -1.1625 0.5324 1.1694
C -2.7737 -1.2258 0.7928
O -3.8878 -1.6517 1.0792
N -1.7022 -1.9359 0.3929
C -1.9064 -3.2820 -0.0028
C -1.0867 -4.2683 0.5729
C -0.0573 -3.8584 1.5877
C -1.2338 -5.5952 0.2014
C -2.1790 -5.9658 -0.7391
C -2.9750 -4.9969 -1.3185
C -2.8646 -3.6541 -0.9673
C -3.7745 -2.6579 -1.6261
H -1.7954 -0.5693 5.2997
H -1.8090 0.8951 4.3032
H -0.9375 -0.5252 3.7441
H -0.5697 -0.1092 7.2704
H 1.4400 0.7627 8.4045
H 3.0937 2.0710 7.1233
H 2.5612 3.6134 4.1961
H 3.4579 2.2055 3.6237
H 3.9072 2.9772 5.1593
H -1.6057 3.8066 1.7549
H -3.8733 3.2816 0.8480
H -4.4702 0.8373 0.6628
H 0.6025 -3.0886 1.1734
H -0.5436 -3.4347 2.4689
H 0.5496 -4.7073 1.9008
H -0.5990 -6.3481 0.6538
H -2.2806 -7.0033 -1.0308
H -3.7085 -5.2795 -2.0652
H -4.1690 -3.0573 -2.5619
H -3.2523 -1.7236 -1.8282
H -4.6049 -2.4279 -0.9571
C -3.6860 1.3252 -4.1695
C -2.2008 1.2894 -4.5298
N -1.6277 -0.0429 -4.4721
C -1.6917 -0.8668 -5.6669
C -0.3612 -0.8837 -6.4180
C -1.2338 -0.6141 -3.2911
S -1.5528 0.2808 -1.8492
N -0.6992 -1.8158 -3.3924
C -0.1055 -2.5405 -2.4458
O 0.2526 -2.0895 -1.2969
C 0.2246 -3.9156 -2.8280
C -0.1601 -4.4280 -4.0746
C 0.1436 -5.7262 -4.4309
C 0.8526 -6.5497 -3.5640
C 1.2491 -6.0513 -2.3326
C 0.9296 -4.7586 -1.9635
H -4.0536 2.3511 -4.2081
H -3.8167 0.9527 -3.1567
H -4.2707 0.7059 -4.8505
H -1.6564 1.9320 -3.8350
H -2.0526 1.6670 -5.5454
H -2.4856 -0.4805 -6.3099
H -1.9475 -1.8837 -5.3695
H -0.0891 0.1202 -6.7506
H -0.4258 -1.5300 -7.2939
H 0.4084 -1.2738 -5.7523
H -0.7078 -3.7941 -4.7553
H -0.1783 -6.1152 -5.3891
H 1.1040 -7.5623 -3.8515
H 1.8057 -6.6792 -1.6484
H 1.2154 -4.3976 -0.9871
N 2.3892 -0.8454 -3.3815
C 1.6789 0.1819 -2.8609
N 1.3754 1.2082 -3.7006
O 1.3862 0.2086 -1.6575
H 2.6738 -0.8735 -4.3422
H 2.6972 -1.5731 -2.7528
H 1.2254 1.0250 -4.6775
H 0.8298 1.9346 -3.2430
C 4.1329 -2.5525 4.6988
C 4.9754 -1.7309 3.9682
C 4.4869 -1.0133 2.8859
C 3.1510 -1.0953 2.5086
C 2.3239 -1.9314 3.2507
C 2.7989 -2.6551 4.3338
Ge 2.3332 -0.1960 0.8684
C 3.6964 -1.2968 -0.2621
C 5.0506 -0.9482 -0.2654
C 6.0074 -1.7383 -0.8850
C 5.6347 -2.8984 -1.5520
C 4.2998 -3.2699 -1.5617
C 3.3563 -2.4807 -0.9090
C 3.0162 1.6517 0.2835
C 3.7038 1.7701 -0.9271
C 4.0996 3.0026 -1.4257
C 3.8048 4.1678 -0.7333
C 3.1105 4.0775 0.4610
C 2.7116 2.8386 0.9483
H 4.5113 -3.1045 5.5510
H 6.0190 -1.6379 4.2478
H 5.1639 -0.3726 2.3358
H 1.2740 -1.9859 2.9906
H 2.1228 -3.2807 4.9050
H 5.3574 -0.0318 0.2247
H 7.0513 -1.4477 -0.8428
H 6.3821 -3.5044 -2.0499
H 3.9877 -4.1784 -2.0672
H 2.3195 -2.7876 -0.8899
H 3.9276 0.8866 -1.5089
H 4.6340 3.0503 -2.3686
H 4.0964 5.1336 -1.1315
H 2.8548 4.9710 1.0189
H 2.1354 2.8159 1.8561
S 0.2170 2.9997 -1.3329
C -0.7614 4.2765 -1.7683
N -0.2638 5.1490 -2.7459
C -0.9028 6.3081 -3.0416
C -2.1143 6.5547 -2.4732
C -2.6278 5.5934 -1.5818
N -1.9728 4.5071 -1.2382
H 0.6900 4.9924 -3.0375
H -0.4128 6.9732 -3.7375
H -2.6550 7.4640 -2.6852
H -3.5970 5.7211 -1.1146
*
```

Frontier orbital gap (spin up / spin down): 5.4 / 5.5 eV
Calculated total energy: -184011.631 eV
ΔE to the lowest compared entry with this formula, charge and spin: 272.9 kJ/mol
Expectation value of S²: 0.7602
HOMO level (spin up / spin down): -4.23 / -4.26 eV

---

[2]
This record from OMol25 describes C58H59N3SSb4Ti as an isolated structure at a distorted geometry. The level of theory is ωB97M-V/def2-TZVPD.

The geometry in ORCA input format:
```
! wB97M-V def2-TZVPD RIJCOSX def2/J DEFGRID3
* xyz 2 3
Ti 0.3276 0.3298 -0.7028
C -0.6716 1.1409 -3.3447
Sb 1.2784 1.8125 -4.0725
C 2.0915 2.1602 -2.0716
C 0.5853 3.8723 -4.4773
C 0.9768 4.9562 -3.5276
C 2.1002 5.7274 -3.8398
C 2.4821 6.8101 -3.0703
C 1.7296 7.1535 -1.9570
C 0.6168 6.3999 -1.6327
C 0.2247 5.2913 -2.3898
C -1.0126 4.5624 -1.9741
Sb -0.7535 3.0498 -0.3982
C 0.2844 4.3545 0.9421
C -2.7990 3.2310 0.2399
H -1.0590 0.3744 -4.0093
H -1.3837 1.9599 -3.2868
H -0.5416 0.7040 -2.3505
H 1.7723 3.1261 -1.6858
H 3.1791 2.1383 -2.1055
H 1.7462 1.3353 -1.4336
H -0.4957 3.7921 -4.5949
H 1.0082 4.0796 -5.4586
H 2.6683 5.4823 -4.7303
H 3.3442 7.3987 -3.3548
H 1.9999 8.0129 -1.3577
H 0.0117 6.6880 -0.7802
H -1.5144 4.0796 -2.8127
H -1.7191 5.2579 -1.5202
H -0.3999 5.1288 1.2833
H 1.1143 4.8191 0.4110
H 0.6550 3.7808 1.7868
H -2.9443 4.2164 0.6802
H -3.0381 2.4617 0.9716
H -3.4534 3.1279 -0.6263
N 0.2772 -2.3074 0.7820
C -1.0072 -1.7910 0.5915
C -2.0819 -2.4712 1.1665
C -3.3690 -2.0850 0.8687
C -3.5655 -1.0135 -0.0035
C -2.4675 -0.3695 -0.5093
N -1.1969 -0.7389 -0.2258
C 1.5153 -1.6793 0.9161
C 2.5588 -2.4101 1.4855
C 3.7821 -1.8080 1.6680
C 3.9270 -0.4614 1.3282
C 2.8737 0.1834 0.7409
N 1.6917 -0.4242 0.4679
H 0.2544 -3.1794 1.2887
H -1.8981 -3.3014 1.8366
H -4.2110 -2.6022 1.3079
H -4.5577 -0.6853 -0.2794
H -2.5815 0.4788 -1.1724
H 2.3940 -3.4359 1.7896
H 4.6088 -2.3609 2.0921
H 4.8494 0.0652 1.5248
H 2.9395 1.2317 0.4813
S -0.3667 1.0386 2.1459
Sb -1.4230 1.8283 4.0244
C -2.1470 3.8255 3.9326
C -3.5073 4.0495 3.7595
C -3.9857 5.3514 3.7220
C -3.1070 6.4180 3.8585
C -1.7499 6.1878 4.0408
C -1.2643 4.8888 4.0835
C -0.0321 1.7911 5.6200
C -0.1415 2.7045 6.6619
C 0.7677 2.6492 7.7089
C 1.7666 1.6861 7.7100
C 1.8692 0.7761 6.6659
C 0.9686 0.8278 5.6126
C -3.1389 0.7101 4.5815
C -4.0322 0.2647 3.6162
C -5.1931 -0.3840 4.0117
C -5.4495 -0.5876 5.3615
C -4.5466 -0.1496 6.3202
C -3.3859 0.5053 5.9327
H -4.1937 3.2158 3.6622
H -5.0451 5.5317 3.5960
H -3.4843 7.4317 3.8357
H -1.0668 7.0195 4.1569
H -0.2078 4.7064 4.2434
H -0.9241 3.4547 6.6587
H 0.6930 3.3565 8.5241
H 2.4704 1.6462 8.5309
H 2.6489 0.0260 6.6702
H 1.0450 0.1338 4.7830
H -3.8205 0.4223 2.5640
H -5.9038 -0.7237 3.2688
H -6.3599 -1.0868 5.6656
H -4.7455 -0.3130 7.3710
H -2.6802 0.8497 6.6806
C 5.7974 -2.9020 -1.9779
C 5.3530 -1.6008 -2.1672
C 3.9931 -1.3444 -2.2704
C 3.0773 -2.3909 -2.2018
C 3.5246 -3.6927 -2.0018
C 4.8859 -3.9450 -1.8916
Sb 0.9995 -1.9195 -2.3841
C 0.8561 -1.7520 -4.5201
C 1.9596 -1.5556 -5.3400
C 1.7947 -1.4918 -6.7181
C 0.5308 -1.6129 -7.2747
C -0.5736 -1.8254 -6.4588
C -0.4089 -1.9012 -5.0843
C 0.1550 -3.8949 -2.4906
C -0.9030 -4.3240 -1.6988
C -1.4464 -5.5893 -1.8876
C -0.9360 -6.4264 -2.8666
C 0.1138 -5.9959 -3.6674
C 0.6559 -4.7339 -3.4845
H 6.8581 -3.1032 -1.9048
H 6.0670 -0.7901 -2.2386
H 3.6455 -0.3252 -2.4182
H 2.8156 -4.5089 -1.9396
H 5.2336 -4.9594 -1.7444
H 2.9495 -1.4726 -4.9059
H 2.6571 -1.3523 -7.3572
H 0.4078 -1.5551 -8.3483
H -1.5585 -1.9454 -6.8914
H -1.2653 -2.0983 -4.4458
H -1.3257 -3.6761 -0.9448
H -2.2750 -5.9200 -1.2741
H -1.3602 -7.4111 -3.0099
H 0.5046 -6.6397 -4.4446
H 1.4643 -4.3971 -4.1224
*
```

Frontier orbital gap (spin up / spin down): 6.9 / 7.0 eV
Calculated total energy: -125659.960 eV
ΔE to the lowest compared entry with this formula, charge and spin: 281.4 kJ/mol
Expectation value of S²: 2.0100
HOMO level (spin up / spin down): -11.87 / -12.04 eV

---

[3]
This record from OMol25 describes C58H62F3N6O2SSiTl as an isolated structure. The level of theory is ωB97M-V/def2-TZVPD.

The geometry in ORCA input format:
```
! wB97M-V def2-TZVPD RIJCOSX def2/J DEFGRID3
* xyz -2 1
Tl -0.3772 -0.3438 -1.0874
O -3.5927 3.6161 -2.7605
C -4.5776 3.6237 -1.8537
C -5.4727 4.6981 -1.8550
C -6.4859 4.7652 -0.9174
C -6.6332 3.7602 0.0348
C -5.7568 2.6869 0.0234
C -4.7269 2.5933 -0.9073
C -3.7586 1.4440 -0.8920
O -2.7326 1.5219 -1.6295
N -4.0962 0.4429 -0.0931
N -3.1198 -0.5083 -0.0026
C -3.5115 -1.6237 0.4605
C -2.5770 -2.7212 0.7107
C -3.0810 -3.9721 1.0695
C -2.2014 -5.0209 1.2739
C -0.8454 -4.7971 1.1171
C -0.4308 -3.5184 0.7664
N -1.2628 -2.5004 0.5850
H -3.0338 2.8100 -2.5162
H -5.3356 5.4747 -2.5978
H -7.1662 5.6100 -0.9261
H -7.4246 3.8137 0.7726
H -5.8473 1.8840 0.7436
H -4.5702 -1.7945 0.6689
H -4.1508 -4.1079 1.1686
H -2.5733 -6.0042 1.5375
H -0.1168 -5.5877 1.2366
H 0.6208 -3.3068 0.6199
C 0.8879 -4.2980 -5.7876
Si -0.5682 -5.0594 -4.8970
C -0.0525 -6.4379 -3.7245
C -1.6019 -5.9320 -6.2335
C -1.6855 -3.7664 -4.1343
C -2.9566 -3.5058 -4.6124
C -3.7202 -2.4609 -4.0890
C -3.1425 -1.6882 -3.1002
N -1.9312 -1.9174 -2.6001
C -1.1949 -2.9469 -3.0726
S 0.3578 -3.2253 -2.3874
H 1.5041 -5.0728 -6.2553
H 1.5092 -3.7070 -5.1137
H 0.5304 -3.6289 -6.5752
H 0.1998 -7.3434 -4.2873
H -0.8719 -6.6746 -3.0403
H 0.8010 -6.1333 -3.1220
H -0.9996 -6.7197 -6.6966
H -1.9101 -5.2421 -7.0239
H -2.5013 -6.3994 -5.8217
H -3.3642 -4.1115 -5.4169
H -4.7108 -2.2325 -4.4600
H -3.6644 -0.8297 -2.6860
C -1.0324 2.7241 3.9766
C -2.0986 2.7478 2.8739
C -2.5830 1.3281 2.5650
C -1.6961 3.5173 1.6230
C -2.4070 4.6640 1.2911
C -2.1158 5.3923 0.1479
C -1.1029 4.9665 -0.6934
C -0.3529 3.8290 -0.4126
C 0.7364 3.3962 -1.3866
C 0.1849 3.1260 -2.7887
C 1.8634 4.4317 -1.4628
C -0.6542 3.1261 0.7671
N 0.0581 1.9406 1.0560
C 1.2278 1.9944 1.5336
C 2.0327 0.7370 1.7991
N 1.6238 -0.4071 1.4396
C 2.3673 -1.5541 1.8013
C 2.0244 -2.1753 3.0088
C 2.8005 -3.2457 3.4343
C 3.8668 -3.6980 2.6712
C 4.1274 -3.1215 1.4366
C 3.3689 -2.0585 0.9549
C 3.6164 -1.4900 -0.4318
C 4.6846 -0.3924 -0.4325
C 3.9976 -2.5812 -1.4315
C 0.8175 -1.6990 3.7990
C 1.2167 -0.7443 4.9269
C -0.0118 -2.8575 4.3546
C 3.2775 1.1722 2.4974
C 4.3617 0.5138 3.0130
C 5.3893 1.2792 3.6194
C 5.3311 2.6463 3.7123
C 4.2175 3.3512 3.1899
C 4.0010 4.7521 3.2236
C 2.8578 5.2876 2.6877
C 1.8572 4.4886 2.0788
C 2.0495 3.1350 2.0227
C 3.2216 2.5816 2.5857
H -1.4920 2.4220 4.9216
H -0.5700 3.7034 4.1205
H -0.2443 2.0029 3.7578
H -2.9492 3.3041 3.2811
H -1.8043 0.7421 2.0741
H -3.4423 1.3391 1.8944
H -2.8617 0.8191 3.4935
H -3.2261 4.9732 1.9317
H -2.7110 6.2594 -0.1089
H -0.9061 5.5080 -1.6111
H 1.1713 2.4601 -1.0368
H -0.2180 4.0402 -3.2354
H -0.6136 2.3856 -2.7598
H 0.9784 2.7370 -3.4293
H 1.4816 5.3909 -1.8240
H 2.6287 4.0875 -2.1615
H 2.3360 4.5996 -0.4935
H 2.5596 -3.7426 4.3673
H 4.4645 -4.5333 3.0168
H 4.9175 -3.5218 0.8129
H 2.6858 -1.0372 -0.7775
H 5.6142 -0.7631 0.0147
H 4.3704 0.4909 0.1249
H 4.8837 -0.0874 -1.4609
H 5.0290 -2.9163 -1.2713
H 3.9149 -2.1899 -2.4469
H 3.3346 -3.4431 -1.3560
H 0.1786 -1.1500 3.1025
H 1.8780 -1.2513 5.6362
H 0.3318 -0.4005 5.4690
H 1.7453 0.1331 4.5494
H 0.5111 -3.3750 5.1641
H -0.2474 -3.5844 3.5767
H -0.9523 -2.4775 4.7602
H 4.4483 -0.5633 2.9652
H 6.2513 0.7585 4.0187
H 6.1399 3.1946 4.1823
H 4.7459 5.3992 3.6730
H 2.7105 6.3603 2.7217
H 0.9713 4.9516 1.6645
F 2.6605 0.9607 -5.0774
C 3.2077 0.0762 -4.1200
F 4.4402 0.7740 -3.8327
F 2.4460 0.4546 -2.9558
*
```

Frontier orbital gap: 5.0 eV
Calculated total energy: -105751.418 eV
ΔE to the lowest compared entry with this formula, charge and spin: 0.0 kJ/mol
HOMO level: -1.66 eV